{
  "formula": "C35H40BN15O4W",
  "method": "ωB97M-V with the def2-TZVPD basis set",
  "multiplicity": 3,
  "charge": 2,
  "lumo_ev": [-6.47, -7.25],
  "relative_energy_ev": 0.0000,
  "gap_ev": [7.7, 6.9],
  "symbols": ["O", "C", "C", "H", "C", "C", "C", "H", "N", "C", "N", "C", "C", "N", "N", "H", "H", "B", "N", "C", "H", "H", "C", "N", "H", "C", "N", "H", "C", "H", "H", "N", "H", "H", "H", "C", "C", "H", "N", "C", "H", "C", "H", "H", "C", "H", "H", "C", "H", "C", "H", "H", "N", "H", "H", "H", "C", "C", "N", "C", "C", "W", "H", "C", "H", "H", "H", "C", "H", "C", "C", "H", "C", "O", "O", "C", "N", "H", "H", "H", "C", "H", "H", "C", "O", "C", "N", "C", "C", "H", "H", "N", "C", "H", "H", "N"],
  "xyz": [[-6.250, -3.589, 2.106], [-0.293, 2.446, -1.883], [-3.093, -1.715, 1.559], [-2.658, 1.324, -2.666], [-2.884, 0.462, -2.036], [0.863, -3.122, 2.482], [-3.082, 2.486, 1.259], [-2.002, 3.442, 2.968], [1.904, -3.116, -2.549], [2.997, 2.887, -2.766], [1.594, 1.696, 0.308], [3.350, -0.421, 1.057], [2.624, 2.259, -0.372], [0.082, 1.160, -1.997], [0.559, -0.561, 2.080], [0.707, 0.824, 4.988], [0.383, 2.704, 3.419], [0.361, 1.984, 2.470], [1.473, 2.366, 1.483], [-0.482, 2.726, -4.243], [-3.208, -0.470, 4.344], [0.111, -4.764, 1.335], [0.230, 0.683, -3.244], [2.507, -0.785, 0.091], [3.364, 2.527, -3.727], [0.705, -1.663, 2.856], [-0.975, 2.098, 1.733], [-5.334, 1.937, -0.130], [2.960, -1.675, -0.803], [4.827, 0.654, -0.849], [0.293, -3.959, -3.493], [-3.401, -0.995, 3.508], [0.120, -3.251, 0.436], [4.606, -2.869, -1.503], [-4.075, 2.891, 1.299], [-0.036, 1.415, -4.380], [-2.580, 1.562, 0.341], [1.964, 3.208, -2.885], [0.561, 0.520, 2.921], [0.691, 0.109, 4.182], [3.004, 0.295, 1.789], [-0.594, 3.251, -2.964], [2.446, -4.564, 2.236], [-1.106, -3.544, 1.680], [4.629, -0.958, 1.121], [2.592, 0.913, -2.014], [5.238, 2.289, -1.347], [4.636, 1.416, -1.602], [-5.306, 1.301, -1.757], [-5.306, -3.261, 1.445], [0.904, -1.909, 5.041], [-4.283, -3.363, -0.176], [0.653, -1.669, -1.398], [4.989, 1.043, -2.564], [-5.224, -1.994, 4.011], [-1.246, -2.375, -2.140], [2.326, -3.481, 2.200], [3.138, 3.305, 0.387], [0.593, -3.247, -2.842], [-4.296, -2.313, 2.018], [1.900, -2.156, -1.670], [0.319, -0.045, -0.010], [2.998, -3.047, 2.940], [-4.447, -1.811, 3.287], [0.099, 0.973, -5.357], [3.958, 3.954, 0.129], [0.604, -3.634, 3.411], [-0.061, -3.691, 1.415], [3.587, 3.764, -2.495], [4.256, -2.167, -0.756], [-2.402, -1.863, 0.261], [-0.903, 4.274, -2.806], [-2.048, 2.785, 2.115], [-1.318, -1.162, 0.101], [-5.104, -3.720, 0.214], [3.155, 1.795, -1.702], [-1.048, 4.152, -6.321], [5.296, -0.684, 1.929], [2.639, -3.160, 1.205], [2.426, 3.993, 2.399], [0.787, -1.263, 4.188], [0.585, -0.330, -3.346], [-4.388, 2.761, -1.380], [-0.163, -2.407, -2.147], [-2.812, -2.601, -0.625], [-3.475, 0.902, -0.698], [-2.562, -0.914, 2.480], [-4.695, 1.786, -0.997], [2.380, 3.340, 1.542], [-3.866, 0.007, -0.202], [-3.633, -0.135, -2.554], [5.087, -1.810, 0.213], [-0.795, 3.520, -5.398], [-1.993, -0.151, -1.941], [-0.361, 2.848, -0.887], [-1.267, 1.344, 0.638]],
  "lowdin_spin": [0.000, 0.010, 0.002, 0.000, 0.000, 0.001, 0.004, 0.001, 0.006, 0.001, 0.005, 0.012, 0.011, 0.007, 0.015, 0.001, 0.000, 0.002, 0.004, 0.009, 0.000, 0.000, 0.013, 0.002, 0.000, 0.015, 0.004, 0.000, 0.011, 0.000, 0.000, 0.000, 0.001, 0.000, 0.000, -0.003, 0.007, 0.000, 0.006, 0.014, 0.000, -0.003, 0.000, 0.000, -0.003, 0.002, 0.000, 0.001, 0.000, 0.000, 0.000, 0.000, 0.014, 0.000, 0.000, 0.000, 0.001, 0.006, 0.007, 0.001, 0.010, 1.601, 0.000, 0.000, 0.000, 0.000, 0.000, 0.002, 0.000, -0.003, 0.012, 0.000, 0.012, 0.092, 0.000, 0.004, 0.005, 0.000, 0.000, 0.001, 0.006, 0.000, 0.000, 0.020, 0.019, 0.001, 0.002, 0.000, 0.013, 0.001, 0.000, 0.011, 0.001, 0.001, 0.000, 0.000]
}


{
  "formula": "C35H40BaBr2N6PS2",
  "method": "ωB97M-V with the def2-TZVPD basis set",
  "multiplicity": 1,
  "charge": -1,
  "lumo_ev": 2.33,
  "relative_energy_ev": 1.2839,
  "gap_ev": 6.0,
  "symbols": ["C", "H", "C", "C", "H", "C", "C", "C", "H", "H", "H", "H", "C", "H", "C", "C", "H", "H", "N", "H", "H", "H", "H", "H", "Br", "H", "H", "H", "C", "C", "H", "C", "Br", "C", "C", "C", "C", "H", "H", "H", "H", "N", "H", "H", "H", "H", "C", "S", "C", "C", "C", "H", "C", "H", "C", "H", "C", "H", "C", "C", "C", "C", "C", "Ba", "C", "N", "C", "H", "C", "C", "N", "N", "N", "C", "H", "P", "H", "H", "H", "S", "H", "H", "H", "C", "H", "H", "C"],
  "xyz": [[-5.159, 2.690, 0.672], [-0.506, 4.362, 5.647], [2.510, -4.636, -1.173], [3.887, -4.559, -0.989], [7.490, 2.719, 0.019], [-0.093, 0.912, 3.878], [-2.783, -4.704, -1.151], [4.465, -3.330, -0.764], [0.706, -3.453, -1.318], [-2.514, -6.580, -0.078], [-6.865, 0.633, 0.188], [-3.025, -6.323, -2.577], [-0.405, 3.392, 5.174], [1.926, 3.779, 2.702], [-6.410, 1.009, -0.726], [2.459, 2.275, 1.285], [2.815, 2.516, 4.631], [5.534, -3.214, -0.639], [4.126, -0.960, -0.457], [5.132, -0.865, -0.410], [5.478, 3.562, -3.659], [-5.529, 0.401, -0.926], [-0.587, 0.147, -3.940], [-5.719, 2.429, 1.566], [0.642, 2.135, -3.089], [3.857, -0.717, 2.040], [-1.026, -5.630, -0.268], [4.497, -5.452, -1.035], [-2.097, -5.572, -0.086], [-0.857, 3.195, 3.886], [-6.024, 2.958, -2.678], [2.382, 2.811, 2.555], [1.791, -0.573, -4.158], [0.294, 0.271, -3.313], [5.612, 1.739, -0.274], [-5.339, 3.012, -1.827], [0.202, 2.338, 5.836], [5.641, 1.246, 0.686], [-1.328, 4.012, 3.355], [-4.383, -4.163, 0.188], [2.089, 2.828, 0.430], [-4.188, 1.424, -3.247], [-4.267, 2.066, 0.646], [0.847, 0.307, 5.685], [-4.849, 3.731, 0.752], [0.160, -0.173, -2.329], [-6.032, 2.479, -0.562], [0.292, -0.653, 3.253], [5.523, 3.049, -2.708], [-2.170, -3.368, -1.077], [3.406, 0.833, 3.447], [7.410, 3.895, -2.146], [6.605, 3.232, -1.863], [0.571, 2.462, 6.848], [-2.944, 2.201, -1.665], [-2.251, -5.118, 0.892], [4.518, 1.551, -1.115], [2.027, -5.582, -1.352], [-0.740, 1.979, 3.214], [6.649, 2.573, -0.644], [2.872, 2.095, 3.638], [-2.613, -5.314, -2.548], [-4.273, -4.601, -0.802], [-0.577, -0.518, 0.597], [4.482, 2.214, -2.334], [2.314, -2.279, -0.902], [3.630, -2.205, -0.713], [-7.110, 0.877, -1.549], [3.466, 0.283, 2.180], [0.350, 1.131, 5.185], [-3.032, 0.913, -3.337], [-4.184, 2.250, -2.199], [-2.231, 1.366, -2.378], [1.774, -3.464, -1.142], [-3.132, -4.705, -3.285], [3.127, 0.426, -0.645], [-6.948, 3.074, -0.450], [3.631, 2.086, -2.986], [-4.731, -5.590, -0.801], [-1.437, 1.980, 1.628], [-2.593, 2.749, -0.818], [3.769, 0.260, 4.289], [-1.560, -5.355, -2.821], [3.017, 1.014, 1.090], [-5.028, 4.050, -1.670], [-4.794, -3.970, -1.518], [-1.640, -2.288, -0.942]],
  "mulliken_charge": [-1.268, 0.316, -0.701, -0.492, 0.390, 0.592, 2.498, -0.876, 0.488, 0.398, 0.427, 0.365, -0.553, 0.352, -1.484, -0.711, 0.365, 0.412, -0.100, 0.204, 0.416, 0.282, 0.452, 0.429, -0.109, 0.385, 0.209, 0.384, -1.389, -0.702, 0.349, -0.505, -0.178, 0.270, -0.346, -1.147, -0.529, 0.377, 0.336, 0.347, 0.338, -0.595, 0.126, 0.361, 0.356, -0.366, 0.821, -0.413, -0.546, -0.882, -0.670, 0.361, -0.479, 0.363, -0.968, 0.372, -0.001, 0.424, 0.177, -0.738, -0.522, -1.573, -1.776, 1.189, -0.162, 0.154, 0.428, 0.383, 0.057, -0.757, -0.349, 0.778, 0.348, -0.388, 0.394, 0.954, 0.313, 0.220, 0.419, -0.421, 0.758, 0.386, 0.334, 0.171, 0.451, 0.373, -1.153]
}


{
  "formula": "C35H40CoN4P2",
  "method": "ωB97M-V with the def2-TZVPD basis set",
  "multiplicity": 4,
  "lumo_ev": [-0.62, -0.56],
  "relative_energy_ev": 1.9637,
  "gap_ev": [3.4, 5.8],
  "symbols": ["H", "H", "C", "H", "C", "C", "C", "Co", "H", "H", "C", "C", "H", "H", "H", "H", "H", "H", "C", "H", "C", "H", "C", "H", "C", "H", "H", "H", "H", "C", "H", "N", "H", "H", "H", "H", "C", "H", "C", "H", "H", "H", "C", "C", "H", "C", "C", "P", "H", "H", "C", "C", "H", "P", "H", "N", "H", "C", "C", "C", "C", "C", "C", "C", "N", "C", "C", "C", "N", "C", "H", "C", "H", "H", "H", "H", "C", "C", "H", "C", "C", "H"],
  "xyz": [[0.625, 0.254, -7.814], [-5.355, -3.420, 0.952], [-1.460, 1.405, -1.557], [-2.264, 0.849, 5.262], [0.432, 2.828, -6.973], [2.647, 2.201, -3.266], [2.731, -2.532, -1.720], [-0.826, 1.441, -4.857], [1.506, 2.573, -5.084], [1.170, -1.826, -3.714], [-1.427, 0.315, 3.358], [-0.376, -0.201, 5.470], [2.131, -3.019, -2.474], [1.200, 2.749, -7.764], [-0.108, -2.993, -1.985], [0.773, 2.018, -1.211], [4.358, -0.574, -3.563], [-1.453, 3.294, -7.888], [-0.603, -2.154, -2.501], [-3.357, -0.277, -3.556], [-0.387, -0.368, 2.689], [1.631, 0.232, -5.075], [-4.755, -3.018, 0.149], [4.009, 3.741, -4.040], [-0.513, -0.647, 1.318], [5.002, -1.941, 0.627], [1.011, 0.866, 0.115], [-0.890, 1.673, -8.288], [0.997, -1.152, -6.834], [-1.431, 0.369, 4.746], [-1.087, 1.434, -0.545], [2.501, -1.195, -1.368], [1.556, -1.190, 5.353], [2.421, 1.679, -0.655], [3.417, 0.161, 0.024], [-0.082, -0.614, -3.943], [-1.828, 1.863, -6.351], [-2.850, -2.256, 1.106], [3.425, -0.839, -0.378], [-2.704, 2.495, -6.141], [0.432, 3.896, -6.715], [-1.525, -0.762, -7.708], [0.824, 0.656, -5.688], [3.812, 2.697, -3.837], [-6.039, -3.333, -1.682], [-2.584, 0.428, -3.251], [-1.737, 2.416, -2.459], [1.481, -0.078, -2.094], [4.175, -4.004, -0.978], [1.560, -1.277, 2.863], [0.453, -1.203, -3.157], [-0.781, -0.991, 0.165], [-2.222, 0.769, 2.761], [-1.601, -1.335, -1.272], [-0.394, -0.180, 6.554], [-2.012, 0.207, -2.003], [-3.940, -2.191, -2.984], [3.770, -3.008, -0.940], [4.203, -1.938, -0.100], [0.758, 2.079, -5.711], [-5.120, -2.982, -1.240], [0.724, -0.840, 3.412], [-2.477, 1.831, -3.562], [4.659, 1.578, -4.106], [2.749, 0.813, -3.121], [-3.493, -2.455, 0.265], [4.009, 0.444, -3.614], [-4.069, -2.406, -1.933], [-3.070, -2.071, -1.014], [1.429, 1.229, -0.829], [-1.182, -1.535, -6.166], [-1.883, 0.461, -6.015], [5.615, 1.634, -4.605], [-1.544, 3.478, -2.376], [-3.244, 2.386, -4.094], [-1.291, -2.589, -3.251], [0.712, -0.783, 4.802], [-0.965, 2.404, -7.474], [1.771, 2.732, -2.921], [-1.077, -0.589, -6.724], [0.414, -0.220, -6.843], [-2.798, 0.057, -5.571]],
  "lowdin_spin": [0.000, 0.000, 0.140, -0.003, 0.005, 0.009, 0.004, 1.148, 0.017, 0.004, 0.083, 0.099, 0.001, 0.000, 0.003, 0.001, 0.000, 0.000, 0.027, 0.017, 0.029, 0.004, 0.000, 0.000, 0.222, 0.000, 0.007, 0.000, 0.000, -0.006, 0.009, 0.006, -0.003, 0.002, 0.000, 0.013, 0.005, 0.000, 0.002, 0.010, 0.001, 0.002, 0.014, 0.001, 0.001, 0.163, 0.016, 0.089, 0.000, 0.005, 0.060, 0.124, 0.004, 0.151, 0.006, 0.131, 0.001, 0.002, 0.003, 0.021, 0.004, 0.083, 0.103, 0.003, 0.021, 0.005, 0.003, 0.007, 0.036, 0.033, 0.001, 0.017, 0.000, 0.001, 0.014, 0.003, -0.007, 0.001, 0.006, 0.005, 0.001, 0.007]
}